(1)
Formula: C3HBrI2O
Source: the OMol25 dataset
Level of theory: wB97M-V/def2-TZVPD

Output
* calculated total energy: -91413.0949 eV
* relative energy (zero: lowest compared OMol25 entry of this formula, charge and spin): 79.8 kcal per mole
* HOMO: -8.2 eV

ORCA input file:
```
! RIJCOSX wB97M-V def2-TZVPD def2/J DEFGRID3
* xyz 0 1
Br 2.16293 -0.73559 -0.90102
C 1.97714 -0.22519 0.86547
C -1.10836 0.50756 -0.81895
H -2.14431 -1.50365 -0.66155
I -0.50477 -0.92394 1.64201
O -0.68897 1.56334 -1.03143
C -1.57744 -0.53755 -0.21711
I 1.88377 1.85502 1.12258
*
```

***

(2)
Formula: C3HBrO2S
Source: the OMol25 dataset
Level of theory: wB97M-V/def2-TZVPD

Output
* calculated total energy: -88092.7602 eV
* relative energy (zero: lowest compared OMol25 entry of this formula, charge and spin): 143.8 kcal per mole
* HOMO: -8.9 eV

ORCA input file:
```
! RIJCOSX wB97M-V def2-TZVPD def2/J DEFGRID3
* xyz 0 1
O 1.13745 -0.60591 -0.68052
C 0.28112 0.33319 -0.56497
C 0.90228 -1.04998 -1.98005
C -0.62292 -3.00801 -0.50509
Br -1.51095 -4.63320 -0.37953
H -0.43129 0.56586 -1.37789
O 1.01127 -0.52494 -3.04008
S 0.23781 -2.80778 -1.95376
*
```

***

(3)
Formula: C3HCl2FO
Source: the OMol25 dataset
Level of theory: wB97M-V/def2-TZVPD

Output
* calculated total energy: -32931.6024 eV
* relative energy (zero: lowest compared OMol25 entry of this formula, charge and spin): 94.8 kcal per mole
* HOMO: -9.4 eV

ORCA input file:
```
! RIJCOSX wB97M-V def2-TZVPD def2/J DEFGRID3
* xyz 0 1
F -1.67928 -1.64523 -0.84965
C 2.26288 -0.00570 -0.06590
O -2.66413 1.48673 0.70839
Cl 2.78495 1.58430 -0.39838
H -0.39259 -0.39155 0.02616
Cl 3.38927 -1.08014 0.45633
C -1.50940 -0.48094 -0.09299
C -2.19171 0.53254 0.21605
*
```

***

| no. | frontier orbital gap (eV) |
| --- | --- |
| 1 | 7.0 |
| 2 | 7.7 |
| 3 | 8.2 |